19
Properties=species:S:1:pos:R:3:mulliken_charge:R:1 method="wB97M-V/def2-TZVPD" homo_lumo_gap_ev=8.89 homo_ev=-7.85 smiles=CCc1c[nH]c(C)c1 e_above_lowest_kcal_mol=11.8
H -0.863 -0.337 -3.707 0.351
C -0.330 0.304 -1.688 0.120
C 0.786 0.469 1.845 -0.191
H 1.838 0.391 1.572 0.249
H -0.110 1.216 -3.629 0.278
C 0.585 0.652 -0.733 -0.699
H -1.907 -0.655 0.987 0.427
H 0.832 -0.273 -3.366 0.285
C -1.161 -0.300 0.299 -0.804
H 1.442 -1.209 3.101 0.297
N -1.404 -0.227 -1.049 -0.025
H -0.118 -1.407 2.435 0.365
H 0.505 1.416 2.300 0.266
C 0.529 -0.656 2.881 -1.140
H -2.146 -0.660 -1.570 0.215
H 1.535 1.141 -0.858 0.398
C -0.111 0.234 -3.165 -1.209
H 0.042 -0.358 3.807 0.276
C 0.059 0.262 0.537 0.542

=====

128
Properties=species:S:1:pos:R:3:lowdin_spin:R:1 method="wB97M-V/def2-TZVPD" homo_lumo_gap_ev="6.03 / 6.21" multiplicity=3 total_charge=+1 homo_ev="-8.97 / -9.21"
C 0.194 -2.947 -0.369 0.015
Si -1.090 1.099 -5.335 0.005
H -3.200 4.414 2.083 0.000
C -5.572 1.230 -2.314 0.001
Si -3.407 -3.134 3.479 0.000
H -2.896 3.205 3.352 0.000
H -3.877 -5.093 4.856 0.000
H -6.065 -3.482 -0.761 0.000
C -5.570 -2.887 0.017 0.001
C 0.870 -4.047 0.093 0.002
H 0.478 3.307 0.505 0.000
N -0.649 1.608 3.499 -0.006
H -5.882 0.180 -2.246 0.000
C -2.994 -3.903 -1.192 0.002
H -4.664 -0.816 -7.071 0.000
H -5.614 -2.020 2.977 0.000
C -0.536 2.672 -4.506 0.001
H -3.416 2.673 -0.792 0.001
H -1.533 -2.645 4.998 0.000
C 5.252 -1.271 2.239 0.000
H 0.209 3.624 2.258 0.000
H -6.467 1.859 -2.239 0.000
C -4.112 3.335 -3.982 0.000
H -1.471 -3.043 -5.657 0.000
Si -2.844 0.147 -4.144 0.015
Si -3.937 -3.690 0.391 0.003
C -1.485 -3.120 1.284 0.015
C 3.764 -1.264 2.567 0.000
H 3.052 1.530 3.914 0.000
H 0.554 -0.405 -4.292 0.000
H -2.142 -4.997 4.564 0.000
H -4.114 2.901 2.093 0.000
H -6.684 1.949 -5.312 0.000
C -0.806 -4.240 1.806 0.000
H 4.039 3.635 1.920 0.000
H 4.298 3.644 3.670 0.000
Te -2.002 -0.130 -1.790 0.068
H 1.740 -4.418 -0.430 0.000
C -4.258 -5.433 0.972 0.000
V -0.629 -0.567 0.209 1.866
H -2.686 -2.954 -1.631 0.003
H -4.760 -5.963 0.152 0.000
H 5.591 -0.292 1.900 0.000
H -5.316 1.411 -6.302 0.000
H -2.954 -1.140 -7.405 0.000
C -5.257 -2.871 3.563 0.000
H -3.215 -5.681 3.336 0.000
C -3.122 -4.897 4.085 0.000
H 1.073 -1.668 4.506 0.000
H 0.039 -1.044 -5.864 0.000
C 0.313 -0.129 -5.326 0.000
H -4.441 -0.533 3.908 0.000
H -2.104 -4.532 -1.057 0.000
C -2.444 3.111 -0.539 0.003
C 3.618 3.329 2.879 0.000
H -0.233 -1.571 2.460 0.001
H -5.811 -2.863 -5.084 0.000
H -0.500 4.675 1.021 0.000
H -4.910 -5.484 1.847 0.000
H -3.182 3.472 -3.417 0.000
H -5.457 -1.867 -0.356 0.001
H -3.085 -2.173 5.700 0.000
Si -1.831 2.632 1.154 -0.001
H 0.474 -2.442 -1.281 0.000
H 0.447 2.980 -4.882 0.000
C -0.246 3.635 1.263 0.001
C -2.489 -2.157 4.777 0.000
H 1.230 0.330 5.988 0.000
H -5.778 -3.766 3.203 0.000
C -5.838 1.254 -5.348 -0.001
H -4.124 -2.474 -7.403 0.000
H -3.650 -4.414 -1.905 0.000
H -1.463 0.604 -7.745 0.000
H 2.813 -1.507 0.700 0.000
C -3.129 3.339 2.292 -0.001
H 3.539 -0.643 3.425 0.000
C 0.607 -0.732 4.218 0.001
H -1.245 3.487 -4.689 0.000
H -2.563 4.205 -0.520 0.000
H -1.742 2.856 -1.333 0.001
H -3.168 0.707 3.827 0.000
H -1.227 -4.765 2.653 0.000
H -3.332 -5.973 1.195 0.000
C -2.863 -2.702 1.692 0.004
H -6.233 -2.866 0.888 0.000
C -5.180 -2.381 -4.328 0.000
H 0.884 -5.533 1.655 0.001
H 1.831 2.155 1.605 0.000
Sb -3.387 -0.443 1.287 0.009
H 2.667 3.848 3.024 0.000
H 3.441 -2.274 2.816 0.000
H 0.040 2.407 5.263 0.000
C -0.747 0.544 2.673 0.004
H -2.721 -4.177 -5.108 0.000
C 0.697 0.368 5.045 -0.006
C -1.647 1.458 -7.085 0.002
C -3.989 0.236 3.284 0.001
C -2.276 -3.192 -4.926 0.001
C -3.850 -1.533 -6.910 0.001
H -4.866 4.010 -3.562 0.000
N -0.897 -2.448 0.266 -0.002
C -1.488 0.761 1.392 -0.035
C 2.354 0.329 1.166 0.008
H -4.746 0.997 3.078 0.000
H 5.472 -1.989 1.446 0.000
C 0.369 -4.675 1.236 0.014
H -2.289 -1.117 4.529 0.000
C -0.127 -0.664 3.040 -0.003
Si -4.681 1.561 -3.914 -0.002
S 1.340 0.426 -0.273 0.000
H -4.930 1.436 -1.454 0.001
H -1.100 2.319 -7.485 0.000
H 4.375 1.326 2.765 0.000
H -2.719 1.692 -7.130 0.000
H -6.236 0.232 -5.351 0.000
H -0.458 2.525 -3.422 0.001
Si -3.555 -1.845 -5.093 0.003
H -3.925 3.637 -5.020 0.000
H -5.561 -2.712 4.605 0.000
H 1.214 0.288 -5.791 0.000
H -5.734 -1.525 -3.923 0.000
N 2.471 1.426 1.888 -0.002
H -1.826 -3.197 -3.925 0.001
C 3.429 1.823 2.936 0.000
H -5.024 -3.090 -3.510 0.000
H 5.830 -1.549 3.121 0.000
N 2.930 -0.834 1.438 0.001
C 0.033 1.516 4.639 0.001

=====

14
Properties=species:S:1:pos:R:3:mulliken_charge:R:1 method="wB97M-V/def2-TZVPD" homo_lumo_gap_ev=8.78 homo_ev=-8.22 smiles="C=NC=O.CSO" e_above_lowest_kcal_mol=83.4
N 1.374 0.515 -1.206 -0.053
H -1.215 -1.678 2.581 0.314
C 1.313 1.591 -0.419 0.076
O 1.556 1.724 0.760 -0.488
H 3.118 0.452 -2.286 0.255
H 0.104 -0.515 2.379 0.295
H -1.537 0.050 2.127 0.247
H 0.583 2.290 -0.995 0.261
O -2.271 -1.257 -0.163 -0.451
C -0.847 -0.825 2.082 -0.772
H 1.826 -1.121 -2.451 0.214
S -0.750 -1.462 0.387 0.054
H -2.507 -0.389 -0.332 0.303
C 2.157 -0.068 -1.970 -0.254